Entry from the Open Molecules 2025 dataset: a structure of composition C4H5NO at a distorted geometry (ωB97M-V/def2-TZVPD).

```
11
Properties=species:S:1:pos:R:3
N 3.135 0.471 0.036
C 2.066 0.033 0.037
C 0.627 0.222 0.192
C -0.466 -0.077 -0.826
C -1.242 -0.397 0.464
O -0.013 -0.532 1.204
H 0.615 1.289 0.429
H -0.769 0.783 -1.423
H -0.305 -0.953 -1.459
H -1.807 0.466 0.837
H -1.840 -1.306 0.508
```

Values from the calculation:
Energy ... -7764.4626 eV
Molar mass ... 83.1 g mol⁻¹
Relative energy (zero: lowest compared OMol25 entry of this formula, charge and spin) ... 47.59 kcal/mol
LUMO energy ... 0.67 eV

natural (NBO) atomic charge list, values in e, 6 entries:
1 N -0.274
2 C 0.248
3 C -0.001
4 C -0.427
5 C -0.063
6 O -0.496



Entry from the Open Molecules 2025 dataset: a cluster of 2 separate species, CH4O3 in total at a distorted geometry (ωB97M-V/def2-TZVPD).

```
8
Properties=species:S:1:pos:R:3
O 0.230 -0.299 -2.293
C -0.116 0.406 -1.335
O 0.000 0.000 0.000
H -0.421 1.471 -1.312
H -0.253 0.715 0.646
O 2.234 -2.050 -4.000
H 1.601 -1.409 -3.604
H 1.957 -2.122 -4.941
```

Values from the calculation:
Energy ... -7243.9600 eV
Molar mass ... 64.0 g mol⁻¹
Relative energy (zero: lowest compared OMol25 entry of this formula, charge and spin) ... 15.94 kcal/mol
LUMO energy ... 0.34 eV

natural (NBO) atomic charge list, values in e, 6 entries:
1 O -0.569
2 C 0.658
3 O -0.689
4 H 0.108
5 H 0.492
6 O -0.953



Entry from the Open Molecules 2025 dataset: a structure of composition C15H29O4PPb at a distorted geometry (ωB97M-V/def2-TZVPD).

```
50
Properties=species:S:1:pos:R:3
Pb 0.613 -0.845 1.591
C -1.775 -0.240 0.944
O -2.927 -0.194 0.870
C 0.048 1.975 1.876
O -0.223 3.086 1.958
C 2.975 0.661 1.925
O 4.002 1.165 2.080
C -1.285 1.007 -2.199
P 0.131 0.212 -1.310
H 0.490 -1.300 -3.116
H -2.132 0.348 -1.963
C 1.612 0.956 -2.209
H 1.350 0.828 -3.270
C -1.144 1.092 -3.713
H -0.920 0.124 -4.178
H -0.384 1.812 -4.022
H -2.091 1.457 -4.120
C -1.609 2.395 -1.650
H -0.856 3.131 -1.944
C 1.016 -2.481 -1.419
H -1.683 2.381 -0.561
H -2.568 2.725 -2.074
C -1.323 -2.048 -2.229
H 0.622 -2.733 -0.426
H 0.986 -3.443 -1.962
H 2.056 -2.158 -1.292
C 0.098 -1.485 -2.103
H -1.283 -3.137 -2.381
H -1.890 -1.575 -3.043
H -1.902 -1.925 -1.313
C 2.920 0.217 -1.952
H 3.145 0.128 -0.884
H 3.737 0.777 -2.425
H 2.897 -0.789 -2.379
C 1.773 2.443 -1.917
H 1.738 2.652 -0.842
H 0.988 3.042 -2.383
H 2.739 2.788 -2.317
H -0.063 -3.860 1.068
H 0.002 -3.308 1.577
C -0.963 -1.761 5.902
C -0.759 -0.734 4.844
C -1.123 0.672 5.120
O -0.300 -1.043 3.717
H -1.319 -1.301 6.831
H -0.033 -2.306 6.093
H -1.697 -2.504 5.570
H -0.242 1.337 5.060
H -1.921 1.014 4.436
H -1.522 0.745 6.136
```

Values from the calculation:
Energy ... -38699.6553 eV
Molar mass ... 511.6 g mol⁻¹
Relative energy (zero: lowest compared OMol25 entry of this formula, charge and spin) ... 0.00 kcal/mol
LUMO energy (spin up / spin down) ... -19.24 / -19.37 eV
Charge ... +4

natural (NBO) atomic charge list, values in e, 6 entries:
1 Pb 1.426
2 C 0.434
3 O -0.271
4 C 0.461
5 O -0.313
6 C 0.446



Entry from the Open Molecules 2025 dataset: a structure of composition C36H27GeIrN4O2 (ωB97M-V/def2-TZVPD).

```
71
Properties=species:S:1:pos:R:3
Ir -0.346 1.450 0.706
O 2.243 4.131 -0.978
C 1.750 3.319 -0.256
N 0.343 3.090 -0.152
C -0.574 3.937 -0.606
C -0.390 5.283 -1.057
C -1.483 5.955 -1.482
C -2.807 5.370 -1.519
C -3.037 4.095 -1.144
C -1.925 3.338 -0.653
N -1.935 2.087 -0.236
C -2.978 1.146 -0.527
O -3.664 1.214 -1.498
C -3.027 0.153 0.576
C -4.151 -0.630 0.694
C -4.282 -1.454 1.807
C -3.277 -1.401 2.752
C -2.156 -0.612 2.533
N -1.981 0.152 1.452
C 2.477 2.416 0.669
C 3.842 2.573 0.766
C 4.548 1.807 1.687
C 3.818 0.954 2.488
C 2.447 0.841 2.307
N 1.752 1.527 1.401
H 0.589 5.731 -1.058
H -1.378 6.980 -1.814
H -3.627 5.990 -1.855
H -4.020 3.651 -1.179
H -4.907 -0.565 -0.076
H -5.148 -2.088 1.936
H -3.325 -1.979 3.665
H -1.379 -0.630 3.271
H 4.321 3.296 0.121
H 5.621 1.893 1.782
H 4.285 0.358 3.261
H 1.898 0.163 2.933
C -3.308 -3.227 -2.274
C -2.662 -3.804 -1.191
C -1.655 -3.110 -0.531
C -1.276 -1.840 -0.963
C -1.929 -1.274 -2.059
C -2.942 -1.957 -2.709
Ge 0.218 -0.938 -0.131
C 0.903 -1.985 1.402
C 0.823 -1.752 2.770
C 1.417 -2.591 3.700
C 2.131 -3.702 3.275
C 2.255 -3.946 1.919
C 1.658 -3.093 0.999
C 1.618 -0.846 -1.492
C 2.458 0.223 -1.777
C 3.460 0.121 -2.729
C 3.639 -1.069 -3.419
C 2.794 -2.140 -3.171
C 1.783 -2.026 -2.229
H -4.088 -3.771 -2.791
H -2.941 -4.795 -0.859
H -1.162 -3.569 0.318
H -1.628 -0.302 -2.435
H -3.436 -1.512 -3.563
H 0.338 -0.862 3.145
H 1.338 -2.369 4.757
H 2.594 -4.363 3.996
H 2.821 -4.799 1.568
H 1.792 -3.309 -0.052
H 2.314 1.174 -1.280
H 4.095 0.971 -2.942
H 4.416 -1.153 -4.167
H 2.912 -3.064 -3.722
H 1.111 -2.864 -2.084
```

Values from the calculation:
Energy ... -107166.1665 eV
Molar mass ... 812.5 g mol⁻¹
Relative energy (zero: lowest compared OMol25 entry of this formula, charge and spin) ... 5.22 kcal/mol
LUMO energy ... -8.73 eV
Charge ... +2

Mulliken atomic charge list, values in e, 6 entries:
1 Ir 1.731
2 O -0.530
3 C 0.730
4 N 0.060
5 C 0.986
6 C -1.035



Entry from the Open Molecules 2025 dataset: a structure of composition C2H31O14Pb2 at a distorted geometry (ωB97M-V/def2-TZVPD).

```
49
Properties=species:S:1:pos:R:3
Pb 2.718 3.152 -1.475
Pb -0.770 4.276 0.390
C 0.353 -0.425 -0.764
C 0.389 0.841 0.070
O 0.425 2.087 -0.622
H 1.308 -0.946 -0.798
H 0.003 -0.249 -1.780
H -0.346 -1.136 -0.320
H 1.216 0.859 0.797
H -0.411 0.829 0.822
O 3.119 -1.010 1.873
H 2.933 -0.449 1.116
H 3.729 -0.497 2.420
O 0.759 0.370 4.058
H 1.153 0.573 4.917
H 1.314 0.829 3.422
O -1.971 -1.766 1.789
H -1.176 -1.746 2.341
H -2.477 -2.523 2.119
O -2.588 0.931 2.178
H -2.174 0.101 1.863
H -3.104 0.670 2.955
O -0.499 -4.602 0.049
H -0.252 -4.046 0.792
H -0.588 -3.994 -0.703
O -1.730 -3.065 -1.865
H -1.511 -2.724 -2.743
H -2.234 -3.877 -2.039
O -1.021 3.171 2.568
H -1.463 3.575 3.334
H -1.275 2.219 2.603
O 2.559 1.056 -3.033
H 3.108 1.092 -3.832
H 2.360 0.093 -2.919
O -3.083 -0.884 -0.972
H -2.725 -0.849 -0.080
H -2.621 -1.640 -1.402
O -2.732 2.849 0.288
H -3.329 2.576 -0.429
H -2.751 2.106 0.949
O 2.186 -1.666 -3.149
H 2.683 -2.451 -2.880
H 1.625 -1.968 -3.875
O 3.982 1.426 -0.177
H 4.022 1.533 0.786
H 4.247 0.503 -0.337
O -1.124 1.877 -3.045
H -0.525 1.809 -2.286
H -1.708 1.110 -2.973
```

Values from the calculation:
Energy ... -41710.8090 eV
Molar mass ... 693.7 g mol⁻¹
Relative energy (zero: lowest compared OMol25 entry of this formula, charge and spin) ... 0.00 kcal/mol
LUMO energy ... -11.62 eV
Charge ... +3

natural (NBO) atomic charge list, values in e, 6 entries:
1 Pb 1.727
2 Pb 1.710
3 C -0.673
4 C -0.061
5 O -1.033
6 H 0.220



Entry from the Open Molecules 2025 dataset: a structure of composition C18H28ClIN3OP2Ti at a distorted geometry (ωB97M-V/def2-TZVPD).

```
55
Properties=species:S:1:pos:R:3
C -0.001 0.684 -7.258
C 0.049 1.974 -6.670
H -0.012 0.798 -8.366
H -0.922 0.200 -6.887
H 0.904 0.151 -6.917
O 0.068 3.070 -6.296
I -0.078 1.347 -3.099
Ti -0.053 -0.701 -1.626
P 2.472 -0.237 -1.614
C 2.682 1.079 -0.377
C 3.382 -1.672 -0.967
H 4.451 -1.507 -1.174
H 4.560 0.238 -2.680
H 3.039 -2.586 -1.478
H 3.328 -0.214 -3.890
H 2.088 0.892 0.524
H 3.216 -1.786 0.115
C 3.509 0.367 -2.973
H 3.748 1.123 -0.114
H 3.299 1.424 -3.169
H 2.368 2.032 -0.819
P -2.527 -0.227 -1.430
C -2.809 1.122 -0.249
C -3.601 0.214 -2.825
H -2.963 -2.580 -1.074
H -4.426 -1.557 -0.843
H -3.155 -1.635 0.427
C -3.346 -1.642 -0.654
H -3.413 -0.450 -3.681
H -4.645 0.090 -2.509
H -3.892 1.215 -0.090
H -2.408 2.061 -0.654
H -3.422 1.250 -3.139
H -2.315 0.908 0.711
Cl -0.178 -2.833 -2.250
N -0.424 1.852 9.054
C -0.376 1.424 7.968
C -0.285 0.886 6.631
C -0.852 1.579 5.553
C -0.669 1.106 4.236
C 0.025 -0.085 4.038
C 0.511 -0.813 5.124
C 0.387 -0.329 6.426
N 0.237 -0.585 2.733
C 0.794 -1.837 2.435
C 0.672 -2.023 1.100
N 0.114 -0.871 0.519
C -0.099 -0.023 1.548
H -1.420 2.488 5.776
H -1.053 1.664 3.384
H 0.989 -1.772 4.985
H 0.782 -0.883 7.263
H 1.233 -2.473 3.195
H 0.912 -2.902 0.521
H -0.472 0.981 1.505
```

Values from the calculation:
Energy ... -87929.9153 eV
Molar mass ... 574.6 g mol⁻¹
Relative energy (zero: lowest compared OMol25 entry of this formula, charge and spin) ... 0.00 kcal/mol
LUMO energy ... -10.70 eV
Charge ... +3

natural (NBO) atomic charge list, values in e, 6 entries:
1 C -0.824
2 C 0.977
3 H 0.373
4 H 0.341
5 H 0.339
6 O -0.212



Entry from the Open Molecules 2025 dataset: the ion C5H8N4O with charge +2 at a distorted geometry (ωB97M-V/def2-TZVPD).

```
18
Properties=species:S:1:pos:R:3
H -2.878 -3.619 -0.689
N -2.565 -2.562 -0.656
C -1.635 -2.182 0.082
C -1.148 -0.683 0.160
C -2.033 0.381 0.094
N -2.595 1.396 -0.098
O -3.297 2.259 -0.319
N 0.131 -0.439 0.371
C 0.819 0.864 0.370
N 2.265 0.774 0.308
C 3.025 1.370 -0.622
H -1.063 -2.778 0.751
H 0.609 -1.260 0.362
H 0.422 1.341 1.186
H 0.356 1.411 -0.422
H 2.824 0.238 1.070
H 4.092 1.515 -0.551
H 2.671 1.973 -1.398
```

Values from the calculation:
Energy ... -13298.7648 eV
Molar mass ... 140.1 g mol⁻¹
Relative energy (zero: lowest compared OMol25 entry of this formula, charge and spin) ... 0.00 kcal/mol
LUMO energy ... -9.92 eV
Charge ... +2

natural (NBO) atomic charge list, values in e, 6 entries:
1 H 0.435
2 N -0.459
3 C 0.047
4 C 0.340
5 C 0.012
6 N 0.365



Entry from the Open Molecules 2025 dataset: an isolated molecule of C5H7N (ωB97M-V/def2-TZVPD).

```
13
Properties=species:S:1:pos:R:3
C -1.850 0.914 0.026
C -0.574 0.142 -0.174
C -0.443 -0.600 -1.298
C 1.594 -1.176 -0.604
C 1.610 -0.349 0.457
N 0.449 0.307 0.752
H -2.411 0.543 0.892
H -1.637 1.979 0.177
H -2.487 0.815 -0.856
H 0.636 -1.668 -0.917
H 2.476 -1.599 -1.069
H 2.493 -0.081 1.030
H 0.289 0.751 1.644
```

Values from the calculation:
Energy ... -6784.0589 eV
Molar mass ... 81.1 g mol⁻¹
Relative energy (zero: lowest compared OMol25 entry of this formula, charge and spin) ... 102.70 kcal/mol
LUMO energy ... 0.80 eV

natural (NBO) atomic charge list, values in e, 6 entries:
1 C -0.622
2 C -0.099
3 C -0.055
4 C -0.472
5 C 0.018
6 N -0.556



Entry from the Open Molecules 2025 dataset: a structure of composition C22H27BaCl4F6N8O3 (ωB97M-V/def2-TZVPD).

```
71
Properties=species:S:1:pos:R:3
Ba 0.117 -0.145 -0.179
N -0.565 -1.783 -2.386
C 0.585 -2.088 -3.221
C 1.591 -0.950 -3.253
N 2.282 -0.664 -1.994
C 3.008 0.600 -2.107
C 3.377 1.236 -0.775
N 2.200 1.800 -0.127
C 3.146 -1.754 -1.526
C 2.895 -2.193 -0.087
N 1.535 -2.661 0.120
H -1.218 -2.552 -2.316
H -1.061 -0.953 -2.702
H 0.330 -2.300 -4.270
H 1.051 -2.998 -2.833
H 1.060 -0.038 -3.541
H 2.312 -1.179 -4.059
H 2.369 1.300 -2.651
H 3.933 0.475 -2.698
H 4.175 1.968 -0.961
H 3.803 0.488 -0.103
H 1.897 2.661 -0.568
H 2.362 1.956 0.861
H 4.202 -1.464 -1.614
H 3.025 -2.621 -2.183
H 3.041 -1.363 0.609
H 3.670 -2.932 0.166
H 1.301 -2.678 1.108
H 1.356 -3.582 -0.260
Cl -1.104 2.709 6.553
C -0.343 1.872 5.240
C 0.962 1.426 5.346
Cl 1.865 1.723 6.795
C 1.537 0.724 4.276
Cl 3.161 0.114 4.414
C 0.859 0.446 3.079
O 1.364 -0.243 2.112
C -0.475 0.995 2.932
O -1.121 0.810 1.827
C -1.040 1.634 4.046
Cl -2.707 2.135 3.893
N -1.360 -1.821 3.267
C -0.484 -2.734 3.769
C -0.482 -3.766 2.869
N -1.343 -3.504 1.840
C -1.846 -2.311 2.093
C -2.785 -1.584 1.252
N -2.975 -1.798 -0.035
C -3.899 -0.868 -0.428
C -4.263 -0.083 0.627
N -3.569 -0.568 1.699
H -1.427 -0.863 3.585
H 0.079 -2.555 4.668
H 0.073 -4.689 2.909
H -4.239 -0.807 -1.449
H -4.919 0.765 0.709
H -3.412 -0.036 2.543
C -2.482 2.893 -1.404
C -1.474 2.315 -2.420
O -0.734 1.311 -1.944
C -0.534 3.470 -2.870
F 0.118 3.971 -1.794
F 0.419 3.062 -3.730
F -1.163 4.512 -3.455
C -2.278 1.826 -3.660
F -3.111 2.747 -4.189
F -3.046 0.771 -3.313
F -1.485 1.401 -4.664
H -1.920 3.146 -0.506
H -3.184 2.099 -1.154
H -3.014 3.765 -1.782
```

Values from the calculation:
Energy ... -108412.3788 eV
Molar mass ... 844.6 g mol⁻¹
Relative energy (zero: lowest compared OMol25 entry of this formula, charge and spin) ... 5.60 kcal/mol
LUMO energy ... 2.00 eV
Charge ... -1

Mulliken atomic charge list, values in e, 6 entries:
1 Ba 0.499
2 N -0.099
3 C -0.979
4 C -0.644
5 N 0.988
6 C -0.817



Entry from the Open Molecules 2025 dataset: a cluster of 2 separate species, C2ClF3 in total at a distorted geometry (ωB97M-V/def2-TZVPD).

```
6
Properties=species:S:1:pos:R:3
C 1.174 0.801 -0.121
C -1.687 -0.697 -0.148
F 1.773 0.123 -1.028
F 0.699 -0.066 0.780
F -1.770 -1.000 1.101
Cl -1.990 0.952 -0.322
```

Values from the calculation:
Energy ... -22743.6882 eV
Molar mass ... 116.5 g mol⁻¹
Relative energy (zero: lowest compared OMol25 entry of this formula, charge and spin) ... 87.80 kcal/mol
LUMO energy ... -0.50 eV

From a natural (NBO) analysis of the wavefunction, the atomic charges in e read:
1 C 0.657
2 C 0.298
3 F -0.305
4 F -0.352
5 F -0.303
6 Cl 0.006



Entry from the Open Molecules 2025 dataset: an isolated molecule of C4H8O2 (ωB97M-V/def2-TZVPD).

```
14
Properties=species:S:1:pos:R:3
O 2.005 1.032 0.361
C 1.301 -0.161 0.040
C -0.157 0.143 0.359
C -1.035 0.660 -0.794
O -1.926 -0.463 -0.695
C -1.228 -0.957 0.457
H 2.927 0.943 0.094
H 1.669 -1.020 0.628
H 1.435 -0.417 -1.025
H -0.151 0.791 1.242
H -1.545 1.610 -0.596
H -0.547 0.717 -1.777
H -1.834 -0.857 1.368
H -0.916 -2.004 0.354
```

Values from the calculation:
Energy ... -8371.0785 eV
Molar mass ... 88.1 g mol⁻¹
Relative energy (zero: lowest compared OMol25 entry of this formula, charge and spin) ... 50.81 kcal/mol
LUMO energy ... 0.87 eV

natural (NBO) atomic charge list, values in e, 6 entries:
1 O -0.724
2 C -0.055
3 C -0.291
4 C -0.048
5 O -0.536
6 C -0.051